Here is a structure of composition C28H34MnN5S4 from the Open Molecules 2025 dataset. Energies are from ωB97M-V with the def2-TZVPD basis set.

- E_HOMO (spin up / spin down) (eV) = -7.13 / -7.14
- ⟨S²⟩ = 6.16
- Kohn-Sham gap (spin up / spin down) (hartree) = 0.2610 / 0.2711
- F_max (eV/Å) = 0.14
- energy above the lowest of the compared OMol25 structures with the same formula, charge and spin (kJ/mol) = 0.0
- 2S+1 = 5

CARTESIAN COORDINATES (ANGSTROEM)
Mn -1.91786 -2.08122 -0.33312
S -2.77131 -3.59750 1.23193
S -1.54874 -4.14768 -1.29766
S -2.38279 -6.45602 0.41255
S -3.84012 -0.52900 0.02051
N -2.00093 1.35015 -0.35645
N 1.92617 -0.66500 1.11170
N -0.32459 -1.19597 0.80012
N 1.04172 -0.63831 -1.01221
N -4.22466 1.98594 -0.63702
C -4.17082 3.38396 -0.20208
C -1.14747 -0.45079 4.33642
C 5.92256 -0.23975 -0.07444
C 0.62028 -0.08544 -3.29299
C -4.54135 4.34595 -1.31731
C -0.66204 -1.58160 4.97427
C 3.85987 -1.45876 -0.14969
C 3.27709 -0.52115 0.69749
C -1.33320 2.34652 -1.19257
C -1.16270 -1.15957 -1.99030
C -0.22971 -0.01848 -4.38477
C 3.38999 1.54820 2.13058
C 0.12736 -0.65393 -2.10414
C -1.01652 -0.33557 2.96108
C -0.05881 -2.58689 4.23287
C 2.02415 0.45420 -3.38752
C -0.33318 3.16625 -0.39623
C 0.84093 -0.87264 0.30421
C -3.30065 1.04044 -0.35865
C 5.34364 0.67241 0.79517
C -1.53160 -0.49745 -4.30569
C 4.01610 0.55629 1.19143
C 0.70457 -3.61097 2.06248
C 5.17867 -1.30945 -0.54865
C -1.97711 -1.06355 -3.12359
C -0.40422 -1.34284 2.22414
C -2.24431 -4.85495 0.14289
C 0.08061 -2.49540 2.85175
H -0.76638 -1.69027 6.04575
H -0.82393 1.80616 -1.99501
H 0.41986 2.51357 0.05155
H 1.73151 -0.71353 2.10105
H 3.16562 1.09698 3.10036
H -1.40277 0.53303 2.43953
H -2.98785 -1.45583 -3.07977
H 0.14982 -3.80592 1.14390
H 1.97787 -0.34980 -1.24151
H 3.27696 -2.30874 -0.48339
H 2.20996 0.85374 -4.38267
H -4.85793 3.50369 0.63985
H -2.08150 2.97024 -1.67070
H -3.84317 4.27411 -2.15172
H 2.20476 1.26397 -2.67242
H -5.15338 1.59449 -0.68873
H -4.53894 5.37188 -0.94921
H 2.77679 -0.31895 -3.20354
H 2.44822 1.92990 1.73211
H -2.18411 -0.44320 -5.16780
H 0.13641 0.41437 -5.30839
H -1.63548 0.33202 4.90199
H -1.41702 0.56866 -0.07689
H 0.18046 3.87579 -1.04535
H 5.92935 1.50284 1.17036
H 0.71567 -4.52970 2.64637
H -3.17640 3.59004 0.18277
H 0.29637 -3.48093 4.73118
H 1.73628 -3.37702 1.78308
H 6.95523 -0.11998 -0.37345
H -0.81670 3.71957 0.41039
H 4.05957 2.38842 2.30481
H -5.53919 4.12834 -1.69940
H 5.62499 -2.03840 -1.21160